Record 1
{
  "formula": "C32H30KN5O8",
  "method": "ωB97M-V/def2-TZVPD",
  "e_homo_ev": -0.941,
  "de_lowest_kcal_mol": 11.7,
  "total_charge": -2,
  "total_energy_ev": -73826.3714,
  "orbital_gap_ha": 0.167,
  "elements": ["K", "O", "C", "C", "C", "C", "C", "C", "C", "N", "N", "C", "O", "C", "C", "C", "C", "C", "C", "H", "H", "H", "H", "H", "H", "H", "H", "H", "H", "C", "O", "C", "C", "O", "C", "H", "H", "H", "H", "H", "H", "H", "H", "H", "H", "O", "C", "O", "C", "C", "C", "C", "C", "C", "N", "O", "O", "H", "H", "H", "H", "N", "C", "N", "C", "C", "C", "C", "C", "C", "H", "H", "H", "H", "H", "H"],
  "xyz": [[-0.54455, 0.68057, -0.10282], [-0.33089, 2.13991, -1.98338], [-0.89568, 3.24538, -2.22579], [-1.85851, 3.40269, -3.27352], [-2.41558, 4.62363, -3.58845], [-2.07176, 5.78120, -2.88465], [-1.17638, 5.65637, -1.82943], [-0.60747, 4.44257, -1.46351], [0.25756, 4.40333, -0.27953], [0.66166, 3.32200, 0.25764], [1.53452, 3.45083, 1.32226], [1.50148, 2.39948, 2.11526], [0.70215, 1.42359, 2.13777], [2.63909, 2.41192, 3.11735], [3.06641, 1.20622, 3.66308], [4.11405, 1.16205, 4.57420], [4.74560, 2.33411, 4.96640], [4.32447, 3.54594, 4.42721], [3.28658, 3.58356, 3.50886], [-2.12944, 2.50645, -3.82044], [-3.13847, 4.68556, -4.39806], [-2.50497, 6.74101, -3.13985], [-0.91124, 6.53587, -1.24530], [0.54489, 5.36801, 0.16310], [2.56107, 0.30369, 3.34915], [4.42917, 0.20885, 4.98443], [5.55916, 2.30633, 5.68333], [4.81204, 4.46770, 4.72621], [2.95590, 4.51444, 3.06814], [1.61879, -0.24830, -2.52679], [2.07937, -1.16611, -1.54195], [2.08032, -2.49517, -1.99298], [0.70330, -3.13896, -2.01432], [0.48367, -3.85876, -0.80535], [-0.89531, -3.96436, -0.51157], [2.21626, -0.34867, -3.44366], [1.72024, 0.75748, -2.12727], [0.56213, -0.39860, -2.75937], [2.71713, -3.06311, -1.30810], [2.52541, -2.55030, -2.99859], [0.62921, -3.83512, -2.86374], [-0.06458, -2.36865, -2.12892], [-1.41074, -4.58156, -1.26028], [-1.36586, -2.97836, -0.47982], [-0.98762, -4.44592, 0.46201], [-3.43571, -0.24910, -0.54247], [-2.81902, -0.76491, -1.48800], [-1.58757, -0.97625, -1.58879], [-3.66527, -1.24340, -2.67701], [-5.03960, -1.04275, -2.67916], [-5.82560, -1.47590, -3.74076], [-5.24515, -2.12645, -4.81603], [-3.87354, -2.32436, -4.79405], [-3.07310, -1.89136, -3.75219], [-3.25501, -3.03472, -5.92799], [-3.96901, -3.33299, -6.87397], [-2.06883, -3.29031, -5.86962], [-5.46441, -0.53295, -1.82456], [-6.89538, -1.30668, -3.73339], [-5.82409, -2.47650, -5.65743], [-2.00447, -2.04473, -3.75876], [2.16799, -3.45880, 3.21738], [1.34199, -3.10617, 2.17519], [0.57144, -2.10367, 2.44858], [0.88931, -1.74705, 3.74999], [0.38648, -0.70564, 4.52653], [0.88838, -0.56305, 5.80470], [1.87974, -1.42246, 6.30486], [2.40386, -2.44786, 5.53912], [1.88551, -2.59241, 4.25529], [2.84723, -4.19661, 3.21195], [1.38700, -3.60533, 1.21788], [-0.31524, -0.00511, 4.09618], [0.54236, 0.25471, 6.42306], [2.26355, -1.26018, 7.30467], [3.18354, -3.09580, 5.91984]],
  "mulliken_charge": [0.7826, -0.4806, -0.2490, -0.6108, -0.4037, -0.6156, -0.5488, 1.0785, -0.8330, 0.4277, -0.7744, 0.0639, -0.6607, 0.0877, -0.2439, -0.5394, -0.3420, -0.5346, -0.3304, 0.3722, 0.3225, 0.3478, 0.2480, 0.1497, 0.5460, 0.3992, 0.3473, 0.3429, 0.4424, -0.6605, -0.2664, -0.9053, 0.9276, -0.4319, -0.6496, 0.3764, 0.1266, 0.2842, 0.3498, 0.3480, 0.2634, -0.6760, 0.3122, 0.1276, 0.3479, -0.7856, 0.1365, -0.2632, 0.1478, -0.4419, -0.4647, -0.4882, 0.1827, -0.3124, 1.0465, -0.6657, -0.6131, 0.4897, 0.3649, 0.4595, 0.4710, -0.0121, -0.5195, -0.4733, 0.3137, -0.0643, -0.5833, -0.3870, -1.0519, 0.7830, 0.1634, 0.5144, 0.3084, 0.3742, 0.3557, 0.3496]
}



Record 2
{
  "formula": "CH2N2O3",
  "method": "ωB97M-V/def2-TZVPD",
  "e_homo_ev": -10.377,
  "de_lowest_kcal_mol": 111.9,
  "total_charge": 0,
  "smiles": "O=[N+]([O-])N1CO1",
  "total_energy_ev": -10185.2453,
  "orbital_gap_ha": 0.395,
  "elements": ["O", "N", "O", "N", "C", "O", "H", "H"],
  "xyz": [[-3.37553, -0.61913, 0.32893], [-2.61804, 0.20112, -0.02338], [-2.68409, 1.38839, -0.05652], [-1.33215, -0.43553, -0.67530], [-0.01954, -0.31324, -0.17308], [-0.77326, -1.51029, 0.01259], [0.73832, -0.38021, -0.81947], [0.23453, 0.18817, 0.72492]],
  "mulliken_charge": [-0.4969, 1.0156, -0.5209, -0.2389, 0.0131, -0.2683, 0.2520, 0.2442]
}



Record 3
{
  "formula": "C14H17AlBr3N2O",
  "method": "ωB97M-V/def2-TZVPD",
  "e_homo_ev": -19.661,
  "de_lowest_kcal_mol": 0.0,
  "total_charge": 3,
  "total_energy_ev": -236521.8152,
  "orbital_gap_ha": 0.346,
  "elements": ["Al", "O", "C", "C", "C", "C", "C", "C", "C", "C", "N", "H", "H", "H", "H", "H", "H", "H", "H", "H", "H", "H", "Br", "C", "Br", "H", "H", "Br", "C", "C", "C", "C", "C", "N", "H", "H", "H", "H"],
  "xyz": [[-0.23086, 0.55336, -0.79777], [-0.91090, -1.03296, -0.10760], [-2.27512, -1.17295, 0.54273], [-3.35026, -0.90893, -0.48025], [-3.16595, 0.39230, -1.28203], [-2.82613, 1.59265, -0.44233], [-3.77984, 2.46838, 0.03520], [-3.39638, 3.55044, 0.81567], [-2.04838, 3.74206, 1.10841], [-1.13632, 2.84708, 0.61164], [-1.51135, 1.78486, -0.14725], [-0.31555, -1.71142, 0.24545], [-2.27910, -0.46634, 1.36963], [-2.31502, -2.18881, 0.92646], [-4.29105, -0.87659, 0.07492], [-3.43012, -1.74341, -1.17755], [-4.07687, 0.58838, -1.84592], [-2.39271, 0.25559, -2.05158], [-4.81998, 2.30896, -0.21690], [-4.14006, 4.24538, 1.18544], [-1.71354, 4.57840, 1.70591], [-0.07652, 2.96173, 0.80323], [0.31331, 0.10314, 3.03244], [2.00747, 0.10031, 2.22059], [1.96694, 0.70841, 0.25464], [2.44337, -0.88862, 2.14746], [2.66746, 0.85076, 2.64180], [0.83271, 2.67146, -2.47598], [0.68152, 1.02351, -3.37339], [1.05511, 0.84734, -4.68060], [0.89259, -0.42446, -5.22461], [0.36610, -1.45185, -4.44629], [0.01401, -1.19117, -3.14468], [0.17011, 0.04315, -2.59927], [1.45947, 1.66770, -5.25736], [1.17727, -0.60749, -6.25357], [0.23157, -2.44619, -4.84893], [-0.40502, -1.95416, -2.50355]],
  "mulliken_charge": [-0.2396, -0.1197, -0.5152, -0.6125, -0.7274, 0.7363, -0.7974, -0.3341, -0.8744, -0.2130, 0.4822, 0.4219, 0.3039, 0.5068, 0.3921, 0.3869, 0.6326, -0.0262, 0.5670, 0.4751, 0.4830, 0.5804, 0.0401, -0.5987, 0.1132, 0.4534, 0.4495, -0.0105, 0.6016, -0.6742, -0.2095, -0.8928, 0.0557, 0.1616, 0.4881, 0.4630, 0.4642, 0.5865]
}